# 1
{"formula": "C28H29BrN4O4", "method": "ωB97M-V with the def2-TZVPD basis set", "elements": ["N", "C", "O", "C", "H", "H", "C", "N", "C", "O", "C", "C", "C", "C", "C", "C", "H", "H", "Br", "H", "H", "H", "C", "C", "C", "C", "N", "C", "H", "C", "C", "C", "C", "H", "H", "H", "H", "C", "C", "C", "C", "C", "C", "C", "H", "H", "H", "H", "H", "H", "H", "H", "H", "H", "H", "C", "C", "H", "H", "N", "O", "O", "H", "H", "H", "H"], "coordinates": [[4.3807, 0.2374, 5.3781], [4.4130, 0.8462, 4.1751], [5.4403, 1.2253, 3.6561], [3.0537, 1.0115, 3.5084], [2.2906, 1.2895, 4.2347], [3.1367, 1.7973, 2.7566], [2.6725, -0.3216, 2.8259], [3.8251, -0.8632, 2.1328], [4.5729, -1.8454, 2.6900], [4.2143, -2.4719, 3.6699], [5.8580, -2.1155, 1.9830], [6.2400, -3.4322, 1.7487], [7.4398, -3.7117, 1.1227], [8.2639, -2.6614, 0.7532], [7.9149, -1.3452, 1.0056], [6.7057, -1.0728, 1.6194], [6.4500, -0.0509, 1.8595], [8.5816, -0.5428, 0.7300], [9.9220, -3.0380, -0.1043], [7.7366, -4.7309, 0.9292], [5.5866, -4.2327, 2.0602], [4.2188, -0.3142, 1.3848], [1.4995, -0.1388, 1.8992], [1.6065, 0.6024, 0.7436], [0.5191, 0.7772, -0.1141], [-0.7686, 0.2947, 0.2279], [-1.8927, 0.6440, -0.4381], [-2.0088, 1.8800, -1.1794], [-1.7956, 1.7222, -2.2452], [-3.4059, 2.4647, -1.0019], [-4.4765, 1.5448, -1.6071], [-3.9856, 0.0941, -1.5375], [-3.1132, -0.1277, -0.3071], [-2.8517, -1.1864, -0.2361], [-3.6682, 0.1556, 0.5981], [-3.3946, -0.1420, -2.4232], [-4.8330, -0.5913, -1.5132], [-4.8021, 1.9394, -3.0562], [-5.8644, 1.0488, -3.6365], [-7.1913, 1.2070, -3.2541], [-8.1758, 0.3759, -3.7562], [-7.8464, -0.6278, -4.6515], [-6.5291, -0.7910, -5.0427], [-5.5459, 0.0418, -4.5375], [-4.5207, -0.0887, -4.8535], [-6.2658, -1.5684, -5.7450], [-8.6145, -1.2766, -5.0456], [-9.2032, 0.5129, -3.4513], [-7.4551, 1.9938, -2.5612], [-5.1517, 2.9746, -3.0683], [-3.8943, 1.8789, -3.6589], [-5.3939, 1.6383, -1.0171], [-3.5914, 2.6076, 0.0647], [-3.4382, 3.4463, -1.4753], [-1.2668, 2.5890, -0.7967], [-0.8286, -0.5270, 1.3757], [0.2660, -0.7370, 2.1746], [0.1669, -1.3629, 3.0492], [-1.7674, -0.9740, 1.6566], [0.8285, 1.3200, -1.3923], [1.7783, 2.0805, -1.4797], [0.1720, 0.9421, -2.3511], [2.5462, 1.0390, 0.4383], [2.4236, -1.0679, 3.5892], [3.5580, -0.2425, 5.6982], [5.2585, -0.0226, 5.7991]], "forces_ev_per_a": [[0.1, -0.1, 0.5], [-0.6, 0.3, 0.1], [0.4, 0.2, -0.2], [0.2, -0.2, 0.0], [-0.1, 0.0, 0.0], [0.0, 0.0, 0.1], [-0.1, 0.1, 0.1], [-0.2, 0.2, -0.1], [0.1, -0.1, -0.2], [0.0, -0.2, 0.2], [0.3, -0.1, 0.0], [-0.1, 0.2, 0.1], [0.1, 0.0, 0.0], [0.2, 0.0, -0.1], [0.2, -0.1, -0.1], [-0.1, -0.1, 0.0], [-0.1, 0.1, 0.0], [0.1, 0.0, 0.0], [-0.2, 0.0, 0.1], [0.0, -0.1, 0.0], [-0.1, -0.1, 0.0], [0.1, -0.1, 0.0], [-0.2, -0.1, 0.0], [-0.1, 0.0, 0.0], [-0.2, -0.5, 1.2], [0.4, 0.1, 0.1], [-0.1, -0.1, -0.1], [-0.1, 0.4, -0.3], [-0.1, 0.1, 0.2], [0.1, -0.1, 0.1], [0.2, 0.1, -0.1], [-0.1, 0.0, 0.3], [-0.2, -0.3, 0.0], [0.0, 0.1, 0.1], [0.0, -0.1, 0.0], [0.0, -0.1, -0.1], [0.0, -0.1, 0.0], [-0.2, -0.1, 0.3], [0.1, 0.1, -0.1], [0.0, 0.0, 0.0], [-0.1, 0.0, 0.0], [-0.1, -0.1, -0.1], [0.0, -0.1, -0.1], [0.0, 0.0, 0.0], [0.1, 0.0, 0.0], [0.0, -0.1, -0.1], [-0.1, 0.0, 0.0], [-0.1, 0.0, 0.0], [0.0, 0.1, 0.1], [0.1, 0.0, 0.0], [0.1, 0.1, 0.0], [0.0, 0.0, 0.0], [0.0, 0.1, 0.0], [0.0, 0.1, 0.0], [0.0, -0.1, -0.1], [-0.1, 0.0, -0.1], [0.2, 0.2, -0.1], [0.0, -0.1, 0.1], [-0.1, 0.0, 0.0], [0.2, 0.2, -0.9], [0.0, 0.1, -0.1], [0.2, -0.1, 0.0], [0.1, 0.0, 0.0], [0.0, 0.2, -0.2], [0.0, 0.0, -0.1], [0.0, 0.0, -0.1]], "lowdin_charge": [0.19, -0.56, 0.05, -0.04, 0.13, 0.12, -0.26, 0.13, -0.45, 0.07, -0.13, -0.01, -0.12, -0.68, -0.11, -0.02, 0.10, 0.10, 0.73, 0.10, 0.12, 0.14, -0.17, 0.05, -0.08, -0.15, -0.07, -0.15, 0.12, -0.12, -0.31, -0.13, -0.15, 0.13, 0.13, 0.13, 0.13, -0.13, -0.24, -0.05, -0.08, -0.10, -0.08, -0.05, 0.11, 0.10, 0.10, 0.10, 0.11, 0.12, 0.12, 0.14, 0.12, 0.12, 0.14, 0.00, -0.01, 0.12, 0.10, -0.36, 0.07, 0.06, 0.13, 0.14, 0.11, 0.12], "total_energy_ha": -4178.34917, "relative_energy_kj_mol": 14.3}

---

# 2
{"formula": "C4H11N2S", "method": "ωB97M-V with the def2-TZVPD basis set", "elements": ["C", "N", "C", "C", "S", "C", "N", "H", "H", "H", "H", "H", "H", "H", "H", "H", "H", "H"], "coordinates": [[2.0841, -0.2645, 1.0925], [1.4204, -0.0089, -0.2001], [-0.0304, 0.2083, -0.0006], [-0.8426, -0.7785, 0.8429], [-2.6406, -0.5885, 0.9897], [-0.6091, 0.3967, -1.4445], [-1.8954, 1.0975, -1.6329], [1.8160, 0.6203, 1.6892], [3.1495, -0.4496, 0.9208], [1.6726, -1.1244, 1.6573], [1.4716, -0.8796, -0.7455], [-0.0057, 1.1724, 0.5445], [-0.6524, -1.8158, 0.4635], [-0.3480, -0.8148, 1.8162], [0.1995, 1.0366, -1.8079], [-0.6635, -0.5542, -2.0143], [-1.6323, 2.0447, -1.3760], [-2.4935, 0.7024, -0.7947]], "forces_ev_per_a": [[-0.8, -0.1, -0.2], [-0.2, -1.8, 0.3], [-1.1, 0.7, -0.5], [1.1, -1.4, 0.0], [0.0, 0.3, 0.1], [0.5, 0.4, 0.3], [-0.2, -0.8, 2.0], [0.8, -0.1, 0.1], [-0.1, 0.5, 0.3], [0.2, 0.2, -0.3], [0.2, 0.3, 0.1], [-0.7, 0.0, -0.4], [0.0, 0.6, -0.2], [-0.4, 0.1, 0.4], [-0.1, -0.2, -1.0], [0.4, 0.2, 0.5], [-0.6, 0.2, 0.1], [0.9, 0.9, -1.7]], "lowdin_charge": [-0.16, -0.12, -0.46, -0.75, 0.19, -0.30, -0.07, 0.08, 0.06, 0.06, 0.10, 0.13, 0.05, 0.02, 0.08, 0.11, 0.03, -0.05], "total_energy_ha": -666.70604, "total_charge": -1, "relative_energy_kj_mol": 106.4}

---

Number 1: highest occupied orbital energy -8.24 eV, frontier orbital gap 7.93 eV. Number 2: highest occupied orbital energy -2.68 eV, frontier orbital gap 6.42 eV.